This record from OMol25 describes a cluster of 2 separate species, C2H3NP2 in total at a distorted geometry. The level of theory is ωB97M-V with the def2-TZVPD basis set.

The energy above the lowest of the compared OMol25 structures with the same formula, charge and spin comes out at 229.5 kJ/mol. The total energy is -22186.484 eV.

```
8
C2H3NP2 ωB97M-V with the def2-TZVPD basis set
C -1.42574 -0.49718 0.20882
P 1.07715 0.12504 1.40655
H -2.08114 -0.00715 0.90909
H -1.44962 -1.56843 0.13399
C -0.91877 0.22421 -0.83955
H 3.20972 0.55848 0.22888
P 1.95265 0.35560 -0.37002
N -0.36424 0.80944 -1.67776
```

Want to see where the charge sits? The Mulliken charges in e are: -1.033, 0.102, 0.314, 0.300, 0.719, 0.060, 0.050, -0.512